[1]
C4H5NOS | wB97M-V/def2-TZVPD

```
12
Properties=species:S:1:pos:R:3:forces:R:3:lowdin_charge:R:1
C -2.1559 0.5476 -0.3931 0.812 0.249 -0.674 -0.260
C -2.3124 -1.8226 0.4307 -0.142 -2.227 0.323 0.147
C -2.3101 -0.7928 -0.1726 -0.279 0.205 0.796 -0.141
C 1.8672 1.2124 0.4238 -2.974 -1.032 -0.590 -0.364
N -1.7523 1.6026 -0.5962 -0.345 0.602 -0.014 0.184
O 0.8096 -0.6596 -0.9637 -0.184 -1.223 -1.058 -0.521
S 1.3002 -0.4940 0.6184 0.205 0.503 -0.573 0.789
H 1.1227 -1.4882 -1.4030 -0.044 0.988 0.876 0.060
H -2.3126 -2.8374 0.8514 -0.026 1.178 -0.413 0.068
H 1.3183 1.7484 -0.3507 -0.309 -0.474 -0.101 0.050
H 2.8490 1.3251 0.2441 3.554 0.102 -0.520 -0.014
H 1.5764 1.6586 1.3110 -0.267 1.128 1.948 0.002
```
Positions in Å, forces in eV/Å.

Energy (eV): -18597.91141
SMILES: C#CC#N.CSO
Relative energy (zero: lowest compared OMol25 entry of this formula, charge and spin) (eV): 4.007
Frontier orbital gap (eV): 9.0

[2]
C27H61F9N3O5S | wB97M-V/def2-TZVPD

```
106
Properties=species:S:1:pos:R:3:forces:R:3:lowdin_charge:R:1
C 3.0556 -1.0996 0.2394 -0.274 -0.378 0.248 -0.068
C 1.8411 -1.7668 0.8585 0.261 -0.101 -0.054 -0.220
N 0.6587 -1.7437 -0.0198 -0.032 -0.165 0.370 -0.085
C 0.2364 -0.4110 -0.4320 0.423 0.072 -0.083 -0.130
C 0.1280 0.5924 0.7248 -0.141 -0.206 0.122 -0.076
N -1.0535 1.5139 0.5992 0.419 -0.744 0.016 -0.060
C -0.9202 2.4492 -0.5451 -0.013 0.793 -0.185 -0.141
C 0.2937 3.3498 -0.4201 -0.339 0.314 -0.014 -0.175
C 0.4296 4.1218 0.9021 0.109 -0.612 0.180 -0.247
N -0.8132 4.5847 1.5131 0.183 -0.134 -0.235 0.020
C -2.3408 0.7264 0.6478 -0.593 0.192 -0.150 -0.090
C -3.1251 0.5838 -0.6565 -0.032 -0.192 0.274 -0.161
C -4.0954 -0.6084 -0.4790 0.291 0.767 -0.676 -0.163
C -5.3666 -0.4251 -1.3311 0.339 0.154 0.351 -0.045
C -6.7144 -0.8707 -0.7643 0.061 -0.258 -0.852 -0.436
F -7.6039 0.1586 -0.7943 0.227 -0.349 0.154 0.110
F -7.2304 -1.8299 -1.5966 0.171 0.153 0.269 0.110
C -6.7436 -1.5397 0.6408 -1.119 -0.901 0.376 -0.397
F -7.9423 -2.1769 0.7505 0.971 0.530 -0.031 0.117
F -5.7783 -2.4785 0.7730 -0.556 0.609 -0.281 0.125
S -6.6809 -0.3447 2.1217 -0.413 -0.571 0.625 0.781
F -5.2235 -0.8503 2.5301 0.140 0.207 -0.028 -0.153
F -6.0264 0.7923 1.2152 0.140 0.205 -0.094 -0.135
F -8.1273 0.1658 1.7702 0.152 0.133 -0.030 -0.104
F -7.2950 -1.4645 3.0605 0.145 0.210 -0.092 -0.113
F -6.6336 0.6579 3.3366 -0.040 -0.153 -0.109 -0.103
C -0.4455 -2.4283 0.5927 -0.754 -0.003 1.156 -0.441
C -1.1129 -3.5034 -0.2167 0.364 0.046 -0.014 0.027
O -0.8252 -2.1835 1.7333 0.652 0.049 -1.347 0.072
H 3.8845 -1.2301 0.9228 0.222 0.132 0.069 0.065
H 2.9311 -0.0368 0.0533 -0.024 0.143 -0.114 0.065
H 3.3236 -1.6330 -0.6649 0.079 0.185 -0.307 0.085
H 1.6382 -1.3913 1.8628 -0.151 0.257 0.052 0.114
H 2.0951 -2.8151 1.0003 -0.064 -0.179 0.020 0.129
H 0.9705 -0.0357 -1.1391 0.034 0.050 -0.196 0.123
H -0.6923 -0.5098 -0.9871 -0.199 0.017 0.022 0.118
H -0.0001 0.0890 1.6766 -0.115 -0.232 0.044 0.128
H 1.0373 1.1756 0.8018 -0.006 0.307 -0.039 0.120
H -1.0367 2.0791 1.4446 -0.030 0.276 -0.025 0.152
H -1.8220 3.0517 -0.5845 -0.241 -0.051 0.127 0.131
H -0.8482 1.9239 -1.4866 -0.010 -0.374 -0.008 0.102
H 0.1947 4.0794 -1.2189 -0.017 0.004 -0.239 0.119
H 1.1824 2.7778 -0.6629 0.320 0.143 0.119 0.100
H 1.1067 4.9525 0.7386 0.108 0.146 -0.088 0.096
H 0.9364 3.4746 1.6189 0.079 0.034 0.217 0.112
H -1.0798 4.0989 2.3513 -0.115 0.069 0.137 0.064
H -1.5851 4.6886 0.8771 -0.140 0.156 0.014 0.067
H -2.1521 -0.2482 1.0841 0.408 -0.093 0.025 0.114
H -2.9941 1.2408 1.3480 -0.017 0.121 0.148 0.144
H -3.6706 1.5052 -0.8353 -0.104 0.110 -0.131 0.116
H -2.4927 0.4011 -1.5185 0.137 0.087 -0.124 0.106
H -4.2775 -0.7054 0.5795 -0.139 -0.274 0.002 0.071
H -3.5581 -1.4728 -0.8537 -0.035 -0.428 0.393 0.114
H -5.4677 0.6237 -1.5882 -0.220 0.193 0.106 0.124
H -5.2241 -0.9341 -2.2767 -0.177 -0.206 -0.128 0.135
H -0.7691 -3.5275 -1.2428 -0.070 0.146 -0.179 0.085
H -2.1913 -3.4449 -0.1353 -0.181 0.028 0.021 0.078
H -0.8122 -4.4475 0.2372 -0.015 -0.151 0.098 0.103
C 1.6622 1.1214 -4.9980 0.033 -0.096 0.160 -0.053
C 0.3113 1.6221 -4.5153 0.258 0.251 -0.320 -0.485
C -0.3737 2.4870 -5.5602 -0.147 0.025 0.108 -0.054
O 0.4688 2.3587 -3.2922 -0.161 -0.238 0.083 -0.081
H 2.3288 1.9630 -5.2034 -0.045 0.027 -0.076 0.086
H 2.1397 0.5041 -4.2359 -0.027 -0.032 -0.012 0.076
H 1.5623 0.5322 -5.9091 0.005 0.014 -0.017 0.087
H -0.3269 0.7703 -4.2707 -0.014 0.027 0.128 0.134
H 0.2327 3.3687 -5.7822 0.064 -0.045 -0.045 0.086
H -1.3401 2.8385 -5.1969 -0.012 -0.038 -0.009 0.080
H -0.5310 1.9360 -6.4870 0.018 0.005 -0.013 0.086
H 1.0308 3.1189 -3.4784 0.047 0.032 -0.001 0.093
C 3.7932 6.7234 -2.1761 -0.174 -0.029 -0.033 -0.058
C 3.7585 5.9424 -0.8724 0.392 0.021 -0.248 -0.495
C 5.1241 5.9034 -0.2068 -0.055 -0.090 0.140 -0.057
O 3.2881 4.6081 -1.1095 -0.317 -0.001 0.122 -0.073
H 4.4809 6.2531 -2.8840 0.077 0.026 0.046 0.084
H 2.8063 6.7414 -2.6403 -0.012 0.034 0.034 0.077
H 4.1181 7.7508 -2.0131 0.019 0.000 -0.007 0.085
H 3.0351 6.3976 -0.1942 -0.078 -0.096 0.012 0.131
H 5.8510 5.4086 -0.8563 0.004 0.068 -0.059 0.084
H 5.0811 5.3395 0.7253 -0.021 0.032 0.017 0.080
H 5.4860 6.9080 0.0114 0.012 0.004 -0.017 0.085
H 3.9127 4.1830 -1.7059 0.085 -0.012 -0.007 0.086
C -2.1458 -4.1130 3.9126 -0.116 -0.131 0.039 -0.061
C -2.5604 -5.5745 3.9936 0.199 0.170 0.417 -0.498
C -3.0960 -5.9378 5.3699 -0.054 -0.131 -0.042 -0.062
O -1.4527 -6.4123 3.6581 -0.148 -0.037 -0.264 -0.055
H -1.3447 -3.9009 4.6271 -0.061 -0.017 0.075 0.087
H -1.7679 -3.8816 2.9254 -0.003 0.040 -0.123 0.039
H -2.9855 -3.4494 4.1298 0.014 0.006 0.019 0.081
H -3.3252 -5.7767 3.2423 0.059 -0.089 -0.066 0.136
H -2.3258 -5.7848 6.1307 -0.001 0.086 -0.004 0.081
H -3.3847 -6.9882 5.4039 -0.025 0.009 -0.029 0.081
H -3.9633 -5.3300 5.6311 0.011 0.013 0.013 0.080
H -0.7622 -6.2576 4.3098 0.037 -0.020 0.066 0.084
C 7.1950 -4.0023 -0.9578 -0.109 0.062 -0.118 -0.061
C 7.1777 -2.7604 -0.0810 0.087 -0.402 0.189 -0.491
C 8.1271 -2.8963 1.0985 -0.027 0.158 0.060 -0.061
O 5.8466 -2.5046 0.3838 0.050 0.161 -0.121 -0.076
H 6.8727 -4.8771 -0.3867 0.076 -0.004 0.050 0.082
H 6.5090 -3.8888 -1.7977 0.027 0.029 -0.015 0.078
H 8.1939 -4.1964 -1.3487 0.007 -0.016 0.013 0.083
H 7.4566 -1.8900 -0.6754 -0.109 0.069 0.013 0.138
H 7.8324 -3.7385 1.7304 0.026 -0.063 -0.059 0.083
H 8.1017 -1.9988 1.7167 0.018 0.020 -0.032 0.079
H 9.1519 -3.0595 0.7646 0.002 -0.022 0.002 0.083
H 5.5773 -3.2620 0.9140 0.035 -0.064 0.028 0.088
```
Positions in Å, forces in eV/Å.

Energy (eV): -78980.89768
Net charge: +1
Frontier orbital gap (eV): 9.4

[3]
C2H3N3O3 | wB97M-V/def2-TZVPD

```
11
Properties=species:S:1:pos:R:3:forces:R:3:lowdin_charge:R:1
C -0.1912 0.9040 -0.2404 -1.344 5.885 -0.818 -0.456
C -1.0780 -0.4346 1.1196 -4.350 -1.559 2.276 -0.444
H 0.8514 2.0921 -1.6067 -3.212 -1.217 1.908 0.205
H 0.7473 -1.5134 1.2968 -1.918 1.222 -1.009 0.210
H 0.6845 -1.4165 -1.2196 1.624 3.564 -0.039 0.204
N -1.2679 0.8737 0.4640 0.532 -2.860 0.531 0.242
N 0.1112 -0.8962 0.6831 4.596 -3.137 2.221 0.054
N 0.8940 0.0967 0.0506 -1.661 -1.356 -0.652 -0.054
O -0.1029 1.9217 -1.1487 3.180 -0.509 -0.710 0.072
O -1.8381 -1.1780 1.8260 2.779 3.720 -2.625 0.026
O 1.1896 -0.4496 -1.2247 -0.226 -3.755 -1.084 -0.060
```
Positions in Å, forces in eV/Å.

Energy (eV): -12731.70427
SMILES: O=c1nc(O)n(O)[nH]1
Relative energy (zero: lowest compared OMol25 entry of this formula, charge and spin) (eV): 2.254
Frontier orbital gap (eV): 10.5

[4]
C4H7BrN2P | wB97M-V/def2-TZVPD

```
15
Properties=species:S:1:pos:R:3:forces:R:3:lowdin_charge:R:1
C -2.0191 0.6245 0.7104 -0.308 0.118 -0.155 -0.191
C -2.1188 0.3832 -0.6662 -0.536 0.228 -0.539 -0.710
C -0.0428 -0.6465 -0.4714 -0.934 1.046 2.981 -0.265
C 2.6333 0.1175 0.1296 0.040 0.003 -0.165 -0.290
N -1.0474 -0.2632 -1.1905 -0.751 0.391 0.297 -0.001
N -0.9336 0.2096 1.2620 1.557 -1.427 -3.124 0.163
P 1.5694 -1.2325 -0.5498 0.671 0.077 -0.127 0.936
Br -3.5511 0.8719 -1.7858 0.455 -0.176 0.342 0.826
H -2.8248 1.1295 1.2321 0.001 -0.024 0.093 0.139
H 2.9611 -0.1292 1.1373 -0.101 -0.021 0.012 0.046
H 2.0835 1.0554 0.1400 -0.029 -0.003 0.024 0.041
H 3.5128 0.2415 -0.5007 -0.046 -0.066 -0.029 0.037
H -1.0698 -0.4700 -2.1913 0.162 -0.030 0.096 0.180
H -0.6948 0.2545 2.2375 -0.060 0.038 0.241 0.114
H 1.5421 -2.1463 0.5068 -0.121 -0.155 0.053 -0.024
```
Positions in Å, forces in eV/Å.

Energy (eV): -86562.68407
SMILES: [H]/N=C/C(Br)=[NH+]\C#[PH]C
Relative energy (zero: lowest compared OMol25 entry of this formula, charge and spin) (eV): 3.542
Net charge: +1
Frontier orbital gap (eV): 7.6